Entry from OMol25: a molecular structure, C15H27InN3O2PS6Sb at a distorted geometry (ωB97M-V with the def2-TZVPD basis set).

Last column: Löwdin charge in e.
Atoms and positions in Å:
In: 11.192 6.441 9.490  0.583
C: 13.949 6.171 7.303  -0.510
C: 13.464 7.456 6.719  -0.451
S: 12.348 8.336 7.859  0.907
C: 10.976 9.010 6.913  -0.493
C: 10.041 8.084 6.193  -0.503
S: 9.453 6.704 7.163  0.843
C: 10.132 5.217 6.323  -0.480
C: 11.580 4.802 6.281  -0.513
S: 12.771 4.798 7.616  0.867
H: 14.601 5.670 6.600  0.082
H: 14.550 6.208 8.263  0.080
H: 14.374 8.064 6.596  0.108
H: 12.982 7.246 5.800  0.068
H: 10.530 9.658 7.673  0.084
H: 11.415 9.598 6.079  0.111
H: 9.132 8.674 5.863  0.121
H: 10.506 7.651 5.350  0.067
H: 9.715 4.417 7.010  0.039
H: 9.617 5.186 5.339  0.111
H: 11.556 3.702 6.094  0.104
H: 12.078 5.362 5.546  0.053
S: 6.146 6.407 10.240  0.163
Sb: 6.396 4.003 10.519  0.593
S: 8.373 3.579 9.365  -0.125
S: 8.596 4.310 11.273  -0.123
N: 10.658 9.959 13.834  0.074
C: 10.955 10.057 12.374  -0.182
P: 10.139 8.532 11.662  0.463
O: 10.222 7.456 12.648  -0.312
O: 10.834 8.335 10.267  -0.525
C: 8.399 9.144 11.392  -0.298
N: 8.029 9.828 12.608  -0.035
H: 11.090 10.588 14.559  0.186
H: 10.846 8.937 14.126  0.168
H: 9.590 10.074 13.906  0.141
H: 12.055 10.068 12.236  0.119
H: 10.588 11.012 12.031  0.103
H: 7.777 8.384 11.010  -0.006
H: 8.541 9.792 10.504  0.107
H: 7.429 9.217 13.165  0.104
H: 4.862 6.610 10.493  -0.241
H: 7.421 10.639 12.474  0.104
N: 13.402 5.966 10.695  0.159
C: 14.485 5.742 10.975  -0.104
C: 15.893 5.566 11.072  -0.245
C: 16.482 4.623 10.257  -0.025
C: 17.844 4.335 10.330  -0.040
C: 18.602 4.934 11.309  -0.039
C: 18.021 5.834 12.168  -0.044
C: 16.693 6.132 12.035  -0.029
H: 15.745 4.263 9.425  0.148
H: 18.316 3.708 9.617  0.109
H: 19.648 4.714 11.286  0.120
H: 18.619 6.306 12.873  0.102
H: 16.195 6.739 12.804  0.134

Relative energy (zero: lowest compared OMol25 entry of this formula, charge and spin) in eV: 1.584
E_HOMO (spin up / spin down) in eV: -12.4 / -12.6
LUMO (spin up / spin down) in eV: -4.59 / -6.56
Maximum force in hartree/bohr: 0.0676
Multiplicity: 2
Calculated total energy in Ha: -4062.92916
Expectation value of S²: 0.7535
Total charge: +2
M in u: 741.4